[1]
Below is C8H10NOP in the gas phase, with properties calculated with wB97M-V/def2-TZVPD.

XYZ file:
```
21
Properties=species:S:1:pos:R:3:forces:R:3:mulliken_charge:R:1
C -0.9355 -0.9255 -2.1530 -3.5 -0.4 -1.5 0.05
C -0.8783 0.0636 0.8924 -0.4 0.6 -0.3 0.21
H 2.3690 -0.2090 -1.5546 -1.5 -1.2 -0.1 0.33
N 0.3325 -0.0047 1.5591 -2.2 -0.7 -0.2 0.11
H -1.2042 1.8575 -0.3088 0.7 -2.1 0.0 0.27
H 0.9234 -2.0744 -2.5145 -0.9 0.8 0.7 0.30
H -0.1529 -1.0841 3.4477 0.3 1.4 -1.2 0.25
O -1.9512 -0.2241 1.3715 0.2 -0.4 0.2 -0.62
H -2.6159 0.2757 -1.6628 0.5 0.2 -0.1 0.35
H -0.6314 0.7740 3.1839 1.5 -2.2 0.5 0.27
P 1.5375 1.0020 0.9193 -0.1 1.7 0.1 -0.15
C 0.1780 -0.0899 2.9851 -1.5 1.7 2.1 -0.78
H -1.5703 -1.4914 -2.9202 1.3 0.6 1.2 0.28
H 1.0505 1.7455 -1.5347 -0.8 -1.0 2.0 0.36
H 1.1077 0.2333 3.4973 -0.4 -0.3 -0.4 0.34
C -1.5449 0.0974 -1.5454 -0.1 -0.9 0.3 -0.84
C -0.7746 0.7648 -0.4673 0.1 3.1 0.6 0.17
C 1.2373 -0.3099 -1.4493 2.1 0.7 0.4 -0.43
C 0.4257 -1.2321 -1.9548 2.9 -1.3 -1.5 -0.63
H 2.3568 -0.0757 0.9678 1.7 -0.8 -0.8 0.05
C 0.7407 0.9071 -0.7587 0.2 0.5 -2.1 0.11
```
Forces are in eV/Å.

Values from the calculation:
Total charge   0
Total energy   -21282.4014 eV
E_HOMO   -8.47 eV
Energy relative to the best compared isomer or geometry (same formula, charge and spin)   128.1 kJ/mol
SMILES   CN1P[C@H]2C=CC=C[C@H]2C1=O
Orbital gap   9.07 eV

[2]
Below is C8H10O2 in the gas phase, with properties calculated with wB97M-V/def2-TZVPD.

XYZ file:
```
20
Properties=species:S:1:pos:R:3:forces:R:3:mulliken_charge:R:1
C 1.9494 0.0146 -0.5850 -0.1 0.3 -0.1 0.70
H -1.8419 -1.1814 3.6742 -0.1 -0.1 0.6 0.47
C -1.0967 -1.4533 -0.7932 0.0 0.1 0.2 -1.10
H -1.6320 1.3911 -1.5774 -0.1 -0.1 -0.1 0.35
H -2.0872 1.8856 0.0623 -0.1 0.0 0.0 0.40
H 1.3917 -0.8088 1.2781 -0.2 0.0 0.1 0.26
H -0.7817 2.7276 -0.7912 0.0 0.1 0.0 0.40
C -0.9018 -0.5726 0.1840 0.1 0.0 -0.5 0.12
C 2.1446 -0.6749 0.5294 0.0 0.0 0.0 -0.89
H -0.7652 -1.2544 -1.7967 0.1 0.1 -0.2 0.32
C -1.2570 1.7639 -0.6274 0.4 -0.1 0.1 -1.51
H 3.0971 -1.1427 0.6829 0.2 -0.1 0.0 0.31
H 0.1329 1.1621 0.9133 0.0 -0.2 -0.2 0.48
C -1.3064 -0.8216 1.5185 -0.2 -0.2 0.7 -0.56
H 2.5998 0.7582 -2.1967 0.0 0.0 0.0 0.35
C -1.5733 -1.0068 2.6753 0.1 0.1 -0.7 0.33
O 0.8324 0.7006 -0.9652 0.4 -0.2 -0.2 -0.41
H -1.5734 -2.3998 -0.6089 -0.1 -0.1 0.1 0.38
O 2.9139 0.1346 -1.5298 -0.2 0.0 0.0 -0.52
C -0.2451 0.7779 -0.0465 -0.3 0.3 0.2 0.13
```
Forces are in eV/Å.

Values from the calculation:
Total charge   0
Total energy   -12550.0042 eV
E_HOMO   -8.56 eV
Energy relative to the best compared isomer or geometry (same formula, charge and spin)   352.8 kJ/mol
SMILES   C#CC(=C)[C@H](C)OC(=C)O
Orbital gap   9.32 eV

[3]
Below is a molecular structure, C8H10O2Se, with properties calculated with wB97M-V/def2-TZVPD.

XYZ file:
```
21
Properties=species:S:1:pos:R:3:forces:R:3:mulliken_charge:R:1
H -1.5418 1.0335 -1.6160 1.3 -0.4 1.2 0.24
C -0.7721 0.4664 -0.9743 -2.9 0.7 -1.9 -0.41
H 1.8263 -1.6117 0.3016 0.1 1.3 -1.0 0.10
C -0.5554 -2.4823 0.4376 -1.0 -0.5 0.4 -0.19
H -1.8159 3.4881 1.0150 -1.0 2.3 2.5 0.34
H -0.6372 -2.8342 -1.6240 0.0 -1.6 -0.3 0.39
C 1.2155 0.6202 0.2857 -3.2 1.6 0.4 -0.65
C 1.8408 -2.5597 0.7468 0.8 -2.2 -2.1 -0.31
H 2.5703 -2.4638 1.5880 -1.2 -0.8 -0.3 0.26
H 1.2768 2.3924 2.2066 -1.8 0.3 1.0 0.11
C -0.5266 -2.0779 -0.8986 0.7 1.2 0.0 -0.43
C -1.5668 2.9692 0.1855 0.3 1.1 -3.5 -0.88
H -2.4026 2.3027 0.0366 0.1 -0.7 -0.4 0.40
O 0.4521 -2.8381 1.0966 1.3 -0.3 2.5 -0.11
O -0.3433 2.4054 0.5607 0.1 -2.1 -1.5 -0.37
H -1.0058 -1.0833 -2.4638 -0.6 0.8 -2.0 0.38
H 2.1168 -3.3686 -0.0711 -0.1 1.6 1.9 0.27
H -1.4698 3.7248 -0.7373 -0.1 -1.8 1.9 0.24
C -0.0553 1.1498 0.0184 1.5 -1.6 -1.0 1.03
C -0.7423 -0.8861 -1.4807 0.7 1.1 1.7 -0.40
Se 2.1363 1.6533 1.3868 5.0 -0.1 0.5 -0.03
```
Forces are in eV/Å.

Values from the calculation:
Total charge   0
Multiplicity   3
Total energy   -77888.7204 eV
E_HOMO (spin up / spin down)   -6.61 / -7.50 eV
Orbital gap (spin up / spin down)   7.31 / 5.52 eV

[4]
Below is a molecular structure, C8H10O6PPd, with properties calculated with wB97M-V/def2-TZVPD.

XYZ file:
```
26
Properties=species:S:1:pos:R:3:forces:R:3:mulliken_charge:R:1
C -1.6321 0.0124 1.8267 -0.2 -0.2 0.2 -1.15
H 0.8085 -1.7498 2.8422 0.0 0.0 -0.2 0.40
C 0.0048 -1.9845 -1.9167 0.0 -3.9 1.3 0.15
O 0.0097 -3.0866 -1.6012 0.0 2.7 -0.9 -0.15
H 1.5916 0.8700 3.5652 -0.2 0.2 0.0 0.36
Pd 0.0050 -0.0656 -2.4413 -0.1 0.1 1.7 0.36
H 0.1467 0.9531 -4.4046 -0.1 -0.6 -1.7 0.33
C 0.0271 1.9652 -1.2640 -0.2 2.8 -0.7 0.37
O 3.1054 0.0763 -1.8981 -2.9 -0.2 -1.2 -0.14
H -1.8652 -1.0333 1.5782 0.0 0.3 0.1 0.35
H -1.9735 0.2274 2.8486 -0.1 -0.2 -0.4 0.38
O -3.1173 0.0038 -1.9759 3.0 0.1 -1.1 -0.16
P 0.1472 0.2814 1.7535 0.3 0.5 -0.6 1.03
O 0.0147 3.1050 -1.1407 0.0 -2.3 0.1 -0.24
H 0.6035 2.2633 3.0127 0.0 -0.3 0.0 0.33
H -0.1406 0.9776 4.0178 0.3 0.1 0.0 0.39
H 0.4820 -2.0191 1.1019 0.1 0.2 0.2 0.27
C -0.0239 -0.1979 -4.4485 -0.1 -0.1 -1.2 0.15
O 0.5723 1.0280 0.5067 0.1 -0.5 0.4 -0.57
C 2.0178 0.0502 -2.2566 4.3 0.4 1.8 0.26
H 2.0019 -1.2248 1.6155 -0.2 0.0 0.1 0.33
O -0.1631 -1.0483 -5.2447 0.2 1.2 -0.2 -0.32
C -2.0072 0.0641 -2.2637 -4.4 0.1 1.6 0.25
C 0.9322 -1.3337 1.8337 0.0 -0.2 0.2 -1.09
H -2.1415 0.6794 1.1229 0.1 -0.1 0.2 0.33
C 0.5942 1.1864 3.2305 0.1 0.0 0.4 -1.22
```
Forces are in eV/Å.

Values from the calculation:
Total charge   +1
Multiplicity   3
Total energy   -33502.4682 eV
E_HOMO (spin up / spin down)   -10.98 / -13.66 eV
Energy relative to the best compared isomer or geometry (same formula, charge and spin)   64.6 kJ/mol
Orbital gap (spin up / spin down)   7.38 / 8.17 eV

[5]
Below is a molecular structure, C8H10O6PSn, with properties calculated with wB97M-V/def2-TZVPD.

XYZ file:
```
26
Properties=species:S:1:pos:R:3:forces:R:3:mulliken_charge:R:1
H -0.2607 2.2811 2.6574 -0.1 0.0 0.1 0.36
C -2.7479 0.3081 0.5649 -0.2 -0.3 0.0 -1.16
H -1.0232 0.7687 3.2400 0.0 0.1 0.0 0.33
C 3.1672 -4.5730 -2.0622 1.0 -2.0 -0.6 0.10
C 3.7013 0.0127 -1.8698 1.6 2.4 -2.0 0.21
P -1.1138 0.9549 0.8768 0.4 -0.5 -0.4 0.85
H 1.6792 -2.5524 -2.2786 -0.8 0.3 -1.1 -0.12
O 2.2032 0.5568 1.9189 0.3 -2.1 -1.9 -0.21
C 0.4825 -0.2816 -2.0515 -3.0 1.2 -2.0 0.25
O -0.0367 -0.1024 0.6331 -0.9 0.5 -0.3 -0.62
O 4.3493 0.7651 -2.4266 -1.3 -1.8 1.4 -0.10
H -3.4955 1.1046 0.6712 0.1 -0.3 0.0 0.41
H -0.0495 2.9235 0.0047 -0.2 0.0 0.0 0.34
O -0.4386 0.0620 -2.6499 2.8 -1.0 1.8 -0.15
Sn 2.0087 -1.6346 -0.8141 1.2 -3.8 -0.9 0.66
H -2.9461 -0.5146 1.2654 -0.1 0.3 -0.1 0.35
H -1.8357 3.0194 -0.0009 0.2 0.1 -0.2 0.39
H -2.0509 2.1322 2.6989 0.2 0.0 0.1 0.41
C -0.2040 -2.5911 0.0574 -3.6 -0.9 0.5 0.26
H -0.9729 2.0866 -1.2602 -0.1 0.0 0.2 0.34
O 3.5971 -5.5382 -2.4897 -0.8 1.8 0.7 -0.14
C 2.1308 -0.2063 1.0590 0.4 5.3 5.1 0.35
C -1.1054 1.6018 2.5399 -0.1 0.0 -0.1 -1.16
O -1.2735 -2.8554 0.3741 3.0 0.6 -0.7 -0.15
C -0.9742 2.3753 -0.2072 0.2 0.2 0.1 -1.13
H -2.7910 -0.1031 -0.4510 0.0 0.2 0.2 0.32
```
Forces are in eV/Å.

Values from the calculation:
Total charge   +1
Total energy   -35853.5489 eV
E_HOMO   -10.77 eV
Energy relative to the best compared isomer or geometry (same formula, charge and spin)   0.0 kJ/mol
Orbital gap   6.74 eV

[6]
Below is a molecular structure, C8H10O8PV, with properties calculated with wB97M-V/def2-TZVPD.

XYZ file:
```
28
Properties=species:S:1:pos:R:3:forces:R:3:mulliken_charge:R:1
V 1.1410 0.0754 -0.2852 2.6 1.3 7.7 -0.40
C 0.6568 -1.6682 0.3808 -1.3 -6.7 -0.8 0.36
O 0.3761 -2.7958 0.5421 1.0 4.6 0.0 -0.29
C 0.3092 -0.1848 -1.7517 -2.6 -1.4 -9.0 0.51
C 0.6157 1.9350 -0.2141 -1.8 5.7 -2.3 0.41
H 1.8422 2.3187 4.0316 0.0 0.3 -0.3 0.29
H 3.3545 -1.2475 3.7642 -0.1 -0.2 -0.3 0.26
O 3.9054 -0.0675 -1.7669 -3.2 0.4 3.0 -0.20
C 2.6683 -1.2775 2.9118 0.1 -0.4 0.2 -0.70
H 0.9424 3.6839 3.2812 0.2 -0.3 -0.1 0.26
O 2.2083 0.0959 2.7855 -0.9 0.0 -1.0 -0.37
H -3.2848 -0.4997 -2.5399 -2.3 -0.5 -3.8 0.40
O 0.1152 -0.3651 -2.8996 0.2 0.4 3.0 -0.32
C -1.1081 -0.1930 3.8425 -0.3 0.0 0.6 -0.65
H 2.2266 2.8457 2.3456 -0.4 -0.1 0.3 0.34
C -2.5651 -0.3937 -1.8365 2.2 0.1 0.7 -0.17
O 0.2121 3.0269 -0.3405 1.6 -4.1 1.0 -0.27
C 1.4289 2.7202 3.0974 0.1 0.5 0.4 -0.68
H -1.6655 -1.0886 4.1382 0.2 0.3 -0.1 0.25
O -0.2976 -0.6037 2.7224 0.9 1.0 -1.2 -0.31
H 3.1897 -1.6484 2.0088 -0.2 0.5 0.4 0.26
H -0.4589 0.1361 4.6685 -0.4 -0.1 -0.3 0.30
O -2.9668 -0.2625 -0.7655 -0.2 0.4 3.3 -0.27
C 2.9744 0.0212 -1.0770 4.2 -0.6 -4.1 0.37
H 1.8246 -1.9517 3.1258 0.3 0.3 0.0 0.39
P 0.7891 0.3900 2.0396 -0.9 0.2 3.3 1.26
O 0.3779 1.8341 2.6458 0.6 -1.2 -0.6 -0.32
H -1.8058 0.6047 3.5472 0.4 -0.3 0.1 0.29
```
Forces are in eV/Å.

Values from the calculation:
Total charge   +1
Multiplicity   4
Total energy   -59803.5020 eV
E_HOMO (spin up / spin down)   -11.45 / -12.56 eV
Orbital gap (spin up / spin down)   5.45 / 6.94 eV

It is found that the largest force on an atom values, taken in the order of the records, are 3.8, 0.8, 5.1, 4.7, 7.3, 9.5 eV Å⁻¹.